ORCA calculation (wB97M-V/def2-TZVPD) on a cluster of 2 separate species, C8H6NO in total at a distorted geometry.

The energy above the lowest of the compared OMol25 structures with the same formula, charge and spin comes out at 113.5 kcal/mol. Its charge is +1. The multiplicity is 1.

Geometry (Å):
C -1.261 -1.454 0.037
C -0.144 0.735 0.082
C 1.812 0.087 0.122
O 1.207 -1.065 0.121
C 4.097 0.025 -0.070
H 4.543 0.998 0.012
C -1.358 1.424 0.015
H -1.379 2.501 0.023
H 4.484 -0.966 -0.200
C -2.505 0.654 -0.066
H -3.388 -1.298 -0.109
C -0.118 -0.691 0.095
N 1.158 1.180 0.094
H -1.225 -2.530 0.040
C -2.462 -0.744 -0.047
H -3.462 1.146 -0.149

Forces on the atoms, in the same order (eV/Å):
C 0.047 -0.077 0.032
C -0.503 -1.153 0.011
C 3.780 1.297 -0.346
O 0.577 -1.133 -0.063
C -5.819 0.094 0.561
H 0.482 0.275 -0.036
C 0.013 -0.263 0.016
H -0.035 0.110 -0.052
H 0.570 -0.299 -0.073
C 0.299 0.390 0.062
H 0.000 -0.030 -0.001
C -1.217 1.299 -0.138
N 1.454 -0.083 -0.027
H -0.072 -0.143 0.000
C 0.498 -0.312 0.015
H -0.074 0.027 0.037

natural (NBO) population analysis, charges in e, atoms 1 to 6: C -0.244; C 0.132; C 0.643; O -0.422; C 0.198; H 0.200

ORCA calculation (wB97M-V/def2-TZVPD) on a cluster of 2 separate species, C8H6NO4S in total at a distorted geometry.

The energy above the lowest of the compared OMol25 structures with the same formula, charge and spin comes out at 84.7 kcal/mol. Its charge is -1. The multiplicity is 1.

Geometry (Å):
O 3.813 0.480 0.296
H -2.482 -2.088 -0.166
C 1.714 1.354 -0.179
H -1.449 2.771 0.501
O 1.868 -0.857 0.627
C -2.980 1.249 0.225
N 2.343 0.440 0.383
H -3.728 2.056 0.590
H 3.843 -0.410 -0.159
C -1.669 1.717 0.184
S 2.104 2.730 -0.783
O 1.906 -3.086 0.263
H -0.015 -1.064 -0.258
C -3.312 -0.074 -0.067
H -4.220 -0.607 -0.042
C -2.207 -1.005 -0.311
C 2.582 -2.113 -0.009
O 3.558 -1.843 -0.682
C -0.716 0.825 -0.080
C -0.955 -0.478 -0.332

Forces on the atoms, in the same order (eV/Å):
O -2.301 -0.170 0.489
H 0.748 1.129 -0.827
C -4.320 0.137 -0.267
H -0.188 -1.049 -0.499
O 0.094 0.769 0.608
C -2.321 1.284 0.499
N 3.355 -3.636 0.786
H 0.813 -1.732 -0.849
H 1.074 -0.070 -0.268
C -0.369 2.098 0.913
S 0.453 2.509 -1.038
O 0.733 0.911 0.058
H -1.103 -0.248 -0.558
C 3.276 -1.000 -0.225
H -1.460 0.441 0.296
C -2.985 0.653 1.150
C -1.895 -0.674 -0.060
O 0.765 0.227 -0.190
C 3.147 0.728 -0.487
C 2.483 -2.307 0.467

natural (NBO) population analysis, charges in e, atoms 1 to 6: O -0.570; H 0.210; C 0.073; H 0.220; O -0.465; C -0.218

ORCA calculation (wB97M-V/def2-TZVPD) on an isolated molecule of C8H6O2S at a distorted geometry.

The energy above the lowest of the compared OMol25 structures with the same formula, charge and spin comes out at 55.1 kcal/mol. Its charge is 0. Its SMILES is O=C1C=C[C@@H](c2cccs2)O1. The multiplicity is 1.

Geometry (Å):
C -0.633 -0.023 0.317
H 0.480 -0.027 1.992
H 0.778 2.426 0.649
O 1.655 -0.775 0.333
C -1.260 -1.270 0.284
H -0.833 -1.973 0.534
C -2.555 -1.286 -0.249
C 2.439 1.190 -0.379
S -1.718 1.157 -0.277
H -3.758 0.321 -0.983
H 3.336 1.897 -0.935
C 0.733 0.207 0.781
C 2.648 -0.340 -0.309
O 3.504 -0.903 -0.818
H -3.195 -2.113 -0.657
C 1.329 1.441 0.314
C -2.950 0.069 -0.597

Forces on the atoms, in the same order (eV/Å):
C -2.529 -1.549 -1.339
H 1.856 1.175 -2.705
H 1.494 -1.862 -1.125
O -3.600 -3.747 2.521
C -6.729 12.468 -4.398
H 7.650 -12.755 4.479
C -1.499 2.981 -1.885
C 2.575 1.612 -0.940
S 0.537 0.511 0.052
H -7.127 2.401 -3.395
H -3.214 -2.051 1.809
C -0.707 -1.519 3.504
C -0.997 6.727 -0.684
O 3.969 -3.493 -1.962
H 0.934 0.637 1.113
C -0.205 3.884 0.891
C 7.590 -5.420 4.063

natural (NBO) population analysis, charges in e, atoms 1 to 6: C -0.266; H 0.230; H 0.243; O -0.468; C -0.187; H 0.170

ORCA calculation (wB97M-V/def2-TZVPD) on an isolated molecule of C8H6O4 at a distorted geometry.

The energy above the lowest of the compared OMol25 structures with the same formula, charge and spin comes out at 74.6 kcal/mol. Its charge is 0. Its SMILES is Oc1oc(O)c2c(O)cccc12. The multiplicity is 1.

Geometry (Å):
C -0.255 1.826 -0.724
O -0.824 2.786 -1.475
H 2.738 1.947 1.435
C 0.217 -1.369 0.579
H -2.332 -2.398 -1.219
H -0.549 -3.321 0.538
O 0.806 2.156 0.065
O 1.159 -1.905 1.477
H 1.731 -1.206 1.811
H -2.094 -0.128 -1.733
C -1.563 -1.822 -0.738
C -0.649 -2.316 0.175
O 2.258 1.123 1.588
C 1.222 1.041 0.725
C 0.413 -0.005 0.361
C -0.528 0.490 -0.562
C -1.374 -0.522 -0.997
H -0.376 3.624 -1.307

Forces on the atoms, in the same order (eV/Å):
C -0.373 -0.875 -0.021
O 0.228 0.013 0.133
H 0.047 -0.082 0.025
C 3.790 -2.995 4.161
H -0.137 0.011 -0.111
H 0.032 -0.130 0.103
O 0.089 0.036 0.108
O 0.132 0.090 0.084
H -0.002 -0.076 -0.007
H 0.087 -0.177 0.133
C 0.075 0.601 -0.211
C 0.660 0.408 0.322
O -0.152 0.312 -0.130
C -0.438 -0.858 -0.195
C 0.117 1.068 -0.276
C 0.828 0.634 0.488
C -4.943 1.992 -4.580
H -0.039 0.029 -0.028

natural (NBO) population analysis, charges in e, atoms 1 to 6: C 0.568; O -0.651; H 0.500; C 0.327; H 0.220; H 0.235

ORCA calculation (wB97M-V/def2-TZVPD) on a structure of composition C8H7AuBBrF4N5O2 at a distorted geometry.

The energy above the lowest of the compared OMol25 structures with the same formula, charge and spin comes out at 2.9 kcal/mol. Its charge is -1. The multiplicity is 1.

Geometry (Å):
H 4.040 -2.067 -2.397
C -1.272 1.641 -1.242
N 2.187 -1.729 -0.574
H 4.990 -0.876 -1.925
Au -0.095 -1.641 1.340
F -0.136 0.180 3.884
C -3.012 -0.371 -1.821
N 3.409 -1.166 -0.732
B 0.365 1.461 3.567
C -2.352 -0.428 -0.590
H -3.420 0.695 -3.653
C 2.762 -0.734 1.221
O -2.096 -1.872 1.432
C -2.006 1.723 -2.413
H -1.789 2.510 -3.099
F -0.266 2.409 4.427
F 1.784 1.517 3.829
H -0.911 0.727 0.714
C -1.408 0.614 -0.313
O -3.927 -1.946 0.222
C -2.826 0.650 -2.752
F 0.130 1.764 2.166
N 3.809 -0.508 0.395
H -3.684 -1.187 -2.085
H 2.690 -0.236 2.187
N 3.996 -1.117 -1.974
N 1.768 -1.400 0.598
C -2.793 -1.464 0.399
Br 0.062 2.851 -0.809

Forces on the atoms, in the same order (eV/Å):
H -0.660 0.695 0.662
C -0.181 -0.937 0.519
N 1.330 0.574 -2.181
H -0.488 0.405 0.738
Au -0.394 -0.266 -0.794
F 0.341 0.214 -0.469
C -0.184 -0.646 -0.564
N -2.230 -0.271 3.318
B 0.014 0.659 0.563
C 1.153 1.806 -0.187
H 0.085 -0.198 -0.149
C 1.144 1.557 -0.905
O 0.182 0.756 -0.439
C 0.603 -0.949 -0.025
H -0.119 0.546 -0.347
F 0.335 -0.458 -0.886
F -0.708 -0.315 -0.529
H -0.648 -0.271 -1.723
C -1.151 -0.751 1.181
O 1.160 0.708 -0.078
C -0.116 0.477 1.117
F 0.259 -0.365 1.270
N -1.194 -1.286 -0.944
H 0.053 0.225 0.301
H -0.123 -0.325 -0.144
N 1.058 -0.960 -1.287
N 1.755 0.048 1.396
C -1.947 -1.817 0.748
Br 0.670 1.145 -0.163

natural (NBO) population analysis, charges in e, atoms 1 to 6: H 0.381; C -0.112; N -0.022; H 0.386; Au 0.660; F -0.578

ORCA calculation (wB97M-V/def2-TZVPD) on a structure of composition C8H7AuO7P2.

The energy above the lowest of the compared OMol25 structures with the same formula, charge and spin comes out at 31.6 kcal/mol. Its charge is -2. The multiplicity is 1.

Geometry (Å):
C -1.125 -1.280 7.492
C -0.029 -0.762 8.172
O -1.507 1.615 -0.299
H -1.991 -1.626 8.046
P -1.460 2.786 0.637
O -2.085 2.779 1.983
H -1.994 -1.719 5.575
C -0.042 -0.875 5.353
O 0.072 3.343 0.727
C 1.065 -0.374 6.055
C -0.097 -0.804 2.703
C -0.071 -0.839 3.923
O 2.260 3.864 -0.302
O 1.464 1.478 -0.335
H 2.649 4.453 0.353
H 1.920 0.113 7.955
H -2.495 4.613 0.520
Au 0.016 0.163 0.964
O -2.124 4.057 -0.173
P 1.544 2.673 0.579
H -0.037 -0.689 9.253
H 1.899 0.008 5.481
O 2.237 2.637 1.891
C 1.064 -0.310 7.441
C -1.131 -1.339 6.106

Forces on the atoms, in the same order (eV/Å):
C 0.043 -0.034 -0.075
C -0.002 0.029 -0.024
O 0.091 0.067 0.193
H -0.006 -0.009 -0.003
P -0.031 0.250 -0.325
O 0.041 0.032 0.030
H -0.009 0.008 0.007
C -0.012 0.132 -0.236
O 0.002 -0.188 0.191
C -0.026 0.087 0.076
C 0.037 0.536 -0.168
C -0.047 -0.577 0.209
O 0.061 -0.022 -0.035
O -0.166 0.048 0.251
H 0.020 -0.049 -0.033
H 0.011 -0.010 -0.001
H -0.006 -0.037 -0.040
Au 0.122 -0.563 0.333
O -0.050 0.043 -0.024
P -0.025 0.318 -0.330
H 0.015 -0.027 0.005
H 0.000 -0.006 0.020
O -0.030 0.030 -0.001
C 0.003 -0.046 -0.069
C -0.036 -0.012 0.047

natural (NBO) population analysis, charges in e, atoms 1 to 6: C -0.229; C -0.268; O -1.182; H 0.190; P 2.522; O -1.176

ORCA calculation (wB97M-V/def2-TZVPD) on a structure of composition C8H7BClFO4Pd at a distorted geometry.

Its energy is -1321.8209 Ha. Its charge is +2. The multiplicity is 1.

Geometry (Å):
H -3.298 -2.844 -0.590
C -0.390 -0.448 -0.901
B 0.017 1.948 0.105
H 3.258 -0.508 -0.067
H 3.235 2.358 0.626
H 3.811 0.302 1.489
O -1.933 0.625 2.318
Pd -0.714 -4.295 -3.175
H 2.379 1.714 -0.865
C -0.748 0.488 0.112
H 2.080 -0.414 1.348
O -0.424 -2.880 -1.303
O -0.455 3.078 -0.647
H -1.421 3.230 -0.474
C 2.899 0.160 0.798
C -2.933 -1.065 0.788
C -1.858 0.071 1.189
Cl 0.801 -0.165 -2.236
F -4.207 -1.143 1.359
O 1.187 2.076 0.936
C 2.399 1.632 0.275
C -1.117 -1.893 -0.848
C -2.567 -2.026 -0.236

Forces on the atoms, in the same order (eV/Å):
H 1.435 1.319 0.713
C -1.271 0.422 1.716
B -0.087 2.583 0.337
H -0.556 1.269 1.024
H -1.340 -1.030 -0.486
H -1.667 -0.300 -0.980
O 0.360 -2.355 -5.082
Pd 0.141 0.856 1.303
H -0.336 -0.102 1.620
C -0.044 -1.830 -1.769
H 0.985 1.069 -0.618
O -2.560 2.025 -0.240
O -0.037 -2.763 2.495
H 1.016 -0.116 -0.695
C 0.626 -0.283 0.160
C -0.919 -1.227 -1.468
C -0.552 1.790 3.451
Cl -2.081 -0.580 2.236
F 4.563 0.472 -1.615
O -0.798 -1.359 -2.721
C 1.668 0.091 0.267
C 0.596 -1.429 -0.237
C 0.859 1.478 0.589

natural (NBO) population analysis, charges in e, atoms 1 to 6: H 0.308; C -0.035; B 1.225; H 0.238; H 0.281; H 0.266

ORCA calculation (wB97M-V/def2-TZVPD) on an isolated molecule of C8H7BrF3NO2 at a distorted geometry.

Its energy is -3387.8199 Ha. Its charge is 0. Its SMILES is COC(=O)\C=C/C=C\N=C(/Br)C(F)(F)F. The multiplicity is 1.

Geometry (Å):
C -1.483 -0.724 -0.180
C -0.515 -2.471 1.006
C 0.867 1.563 1.001
Br -1.415 -2.216 2.762
H 1.566 2.161 -2.796
H -2.201 -0.991 -1.059
H -1.925 1.339 0.016
F 0.800 -4.045 2.079
O 1.803 3.245 -0.333
O 0.256 1.950 -1.266
F 1.192 -3.709 -0.009
N -0.709 -1.822 -0.032
C 0.588 2.582 -2.422
H 0.752 3.644 -2.361
H -0.226 2.306 -2.993
F -0.537 -4.794 0.498
C 1.061 2.303 -0.206
C -1.281 0.507 0.254
C 0.199 -3.745 0.879
H 1.628 1.818 1.752
C -0.165 0.750 1.231
H -0.256 0.349 2.177

Forces on the atoms, in the same order (eV/Å):
C -2.610 0.441 -3.200
C -1.940 0.664 0.336
C 0.079 -0.522 1.291
Br 0.564 -0.027 -1.090
H -0.991 0.321 -0.028
H 0.783 1.019 1.795
H -0.003 -0.121 -0.354
F -0.641 -0.043 -0.742
O 0.490 -0.272 0.499
O 0.474 -0.824 3.648
F 0.095 0.670 -0.208
N 1.331 -0.859 1.025
C 2.618 0.135 -1.456
H -0.339 0.454 0.258
H -1.317 -0.101 -2.175
F -0.682 0.409 0.553
C -0.524 1.325 -2.187
C 0.711 -0.414 1.465
C 2.671 -2.325 0.957
H -0.495 -0.389 -0.175
C -0.095 1.514 -2.099
H -0.178 -1.054 1.889

natural (NBO) population analysis, charges in e, atoms 1 to 6: C -0.048; C 0.176; C -0.300; Br 0.009; H 0.176; H 0.228

Repeat the seventh record exactly.
ORCA calculation (wB97M-V/def2-TZVPD) on a structure of composition C8H7BClFO4Pd at a distorted geometry.

Its energy is -1321.8209 Ha. Its charge is +2. The multiplicity is 1.

Geometry (Å):
H -3.298 -2.844 -0.590
C -0.390 -0.448 -0.901
B 0.017 1.948 0.105
H 3.258 -0.508 -0.067
H 3.235 2.358 0.626
H 3.811 0.302 1.489
O -1.933 0.625 2.318
Pd -0.714 -4.295 -3.175
H 2.379 1.714 -0.865
C -0.748 0.488 0.112
H 2.080 -0.414 1.348
O -0.424 -2.880 -1.303
O -0.455 3.078 -0.647
H -1.421 3.230 -0.474
C 2.899 0.160 0.798
C -2.933 -1.065 0.788
C -1.858 0.071 1.189
Cl 0.801 -0.165 -2.236
F -4.207 -1.143 1.359
O 1.187 2.076 0.936
C 2.399 1.632 0.275
C -1.117 -1.893 -0.848
C -2.567 -2.026 -0.236

Forces on the atoms, in the same order (eV/Å):
H 1.435 1.319 0.713
C -1.271 0.422 1.716
B -0.087 2.583 0.337
H -0.556 1.269 1.024
H -1.340 -1.030 -0.486
H -1.667 -0.300 -0.980
O 0.360 -2.355 -5.082
Pd 0.141 0.856 1.303
H -0.336 -0.102 1.620
C -0.044 -1.830 -1.769
H 0.985 1.069 -0.618
O -2.560 2.025 -0.240
O -0.037 -2.763 2.495
H 1.016 -0.116 -0.695
C 0.626 -0.283 0.160
C -0.919 -1.227 -1.468
C -0.552 1.790 3.451
Cl -2.081 -0.580 2.236
F 4.563 0.472 -1.615
O -0.798 -1.359 -2.721
C 1.668 0.091 0.267
C 0.596 -1.429 -0.237
C 0.859 1.478 0.589

natural (NBO) population analysis, charges in e, atoms 1 to 6: H 0.308; C -0.035; B 1.225; H 0.238; H 0.281; H 0.266